The following is a DFT calculation (wB97M-V/def2-TZVPD) of C9H8N2O2 in the gas phase in a non-equilibrium geometry.

XYZ file:
```
21
Properties=species:S:1:pos:R:3:mulliken_charge:R:1
C 0.832 -1.713 0.538 0.15
C 1.191 -0.544 0.685 -0.44
C 0.215 -2.689 -0.331 -0.43
C -0.988 -0.577 -1.103 -0.30
C -0.556 -2.020 -1.180 0.34
C -0.748 2.386 0.836 -0.27
C -1.254 -2.587 -2.474 0.29
C 0.793 0.708 0.085 0.28
C 1.277 2.030 2.140 -0.94
N -0.477 0.498 -0.753 -0.54
N 0.323 1.714 1.115 0.22
O -0.518 -3.190 -3.287 -0.70
O -2.435 -2.369 -2.402 -0.62
H 0.472 -3.798 -0.424 0.35
H -1.884 -0.502 -1.676 0.58
H -1.068 3.213 1.481 0.30
H -1.210 1.959 -0.059 0.42
H 1.478 1.143 -0.708 0.20
H 0.826 1.734 3.059 0.40
H 1.447 3.056 2.434 0.41
H 2.283 1.548 2.023 0.32
```

As for the HOMO energy: -7.87 eV. Its total energy is -607.476400 Eh. As for the energy above the lowest of the compared OMol25 structures with the same formula, charge and spin: 196.7 kcal/mol.

The following is a DFT calculation (wB97M-V/def2-TZVPD) of C9H8N2O3 in the gas phase in a non-equilibrium geometry.

XYZ file:
```
22
Properties=species:S:1:pos:R:3:lowdin_spin:R:1
C 2.445 -1.397 0.719 -0.01
C 2.719 -0.020 0.504 0.14
C 1.123 -1.896 0.652 0.13
C 1.583 0.852 0.394 -0.01
C 0.134 -1.042 0.321 0.09
C 0.319 0.351 0.256 0.08
C -1.185 -1.418 0.043 0.43
C -0.951 1.129 0.032 0.03
C -2.045 0.114 -0.181 0.21
N -2.643 0.305 -1.462 0.02
N -2.919 0.079 0.961 0.02
O -2.393 0.356 2.048 0.06
O -1.751 -2.426 -0.306 0.76
O -4.067 -0.349 0.808 0.01
H 3.221 -2.125 0.696 0.00
H 3.736 0.167 0.374 0.01
H 0.889 -2.909 0.721 0.01
H 1.584 1.897 0.249 0.00
H -1.413 1.610 0.979 0.01
H -0.940 1.921 -0.782 0.00
H -3.100 -0.498 -1.758 0.00
H -3.398 0.982 -1.497 0.01
```

The spin multiplicity is 3. As for the HOMO energy (spin up / spin down): -6.50 / -9.33 eV. Its total energy is -682.729837 Eh. As for the energy above the lowest of the compared OMol25 structures with the same formula, charge and spin: 24.3 kcal/mol.

The following is a DFT calculation (wB97M-V/def2-TZVPD) of 2 unconnected molecules or ions with the total composition C9H8N3O2 in a non-equilibrium geometry.

XYZ file:
```
22
Properties=species:S:1:pos:R:3:mulliken_charge:R:1
C -3.570 -0.601 0.052 -0.19
C -3.361 0.538 -0.686 -0.44
C -2.443 -1.223 0.671 -0.67
C -2.018 1.029 -0.893 -0.15
C -1.135 -0.673 0.348 0.78
C -0.022 -1.200 1.155 0.16
C 1.551 0.031 0.573 0.29
C 2.490 -0.187 -0.343 0.54
C 3.592 0.868 -0.411 -1.16
N 1.026 1.779 2.151 -0.57
N -0.930 0.459 -0.355 -0.24
N 1.366 1.025 1.390 0.64
O 2.638 -1.035 -1.318 -0.42
O 0.214 -2.005 1.923 -0.31
H -4.605 -1.115 0.079 0.34
H -4.163 0.975 -1.324 0.34
H -2.504 -2.244 1.093 0.35
H -1.731 1.918 -1.534 0.37
H 4.501 0.586 0.069 0.32
H 3.790 1.083 -1.468 0.36
H 3.234 1.741 0.071 0.34
H 2.081 -1.750 -1.245 0.32
```

As for the HOMO energy: -13.76 eV. Its total energy is -662.117594 Eh. As for the energy above the lowest of the compared OMol25 structures with the same formula, charge and spin: 58.9 kcal/mol. Its total charge is +1.